No. 1
The following is a DFT calculation (ωB97M-V/def2-TZVPD) of a molecular structure, C17H47N8O9V.

```
82
Properties=species:S:1:pos:R:3:forces:R:3
O -2.962636 3.442295 -2.868325 -0.4 1.3 0.2
V -1.763410 4.411687 -2.886361 3.5 -4.3 -2.2
C 0.445747 1.630516 -0.701844 0.8 -0.4 1.5
C 0.377325 1.894474 -2.182348 0.2 -1.0 0.4
O -0.361667 3.018240 -2.531703 -1.0 3.1 -0.2
H 1.026097 2.375886 -0.138596 -0.7 0.8 -0.4
H 1.129921 0.816104 -0.420406 -0.4 -0.6 -0.8
H -0.486737 1.413314 -0.185726 -0.2 0.3 -0.2
H -0.017932 1.026946 -2.725187 -0.1 -0.1 0.2
H 1.447496 1.943689 -2.450939 -0.2 0.5 -0.6
C 1.000992 6.036801 -2.898200 1.8 -0.3 1.1
O -0.149850 5.843232 -3.350717 -1.2 0.3 0.6
N 1.708872 5.015327 -2.381080 -0.8 -0.4 -0.5
N 1.551392 7.274557 -2.829331 -1.4 0.1 -0.7
H 2.657957 5.046548 -2.061256 0.0 0.4 0.1
H 1.168767 4.151128 -2.314026 0.2 0.0 -0.2
H 2.531328 7.486486 -2.861240 0.1 -0.2 0.2
H 0.904749 7.971977 -3.167244 0.4 0.3 -0.1
C -0.774958 3.593734 -5.974792 1.6 -1.1 0.1
O -1.409964 4.216413 -5.117832 -1.1 0.9 1.0
N -0.554396 4.078605 -7.224034 -0.4 0.6 0.7
N -0.192014 2.393295 -5.701788 -0.5 0.3 0.0
H -0.029483 3.577813 -7.916634 0.0 -0.2 0.1
H -0.580506 5.082580 -7.295340 -0.2 0.0 -0.2
H -0.336716 2.002508 -4.785321 0.0 0.1 0.1
H 0.621353 2.103782 -6.212978 -0.1 -0.1 -0.1
C 2.430272 5.201638 3.129557 0.4 0.1 0.2
O 1.247136 5.467159 3.207919 0.2 -0.1 -0.3
N 2.959307 4.214542 2.314596 -0.4 0.8 0.5
N 3.402578 5.859660 3.853777 -0.1 -0.1 -0.2
H 2.321334 3.628959 1.813500 0.1 -0.2 0.0
H 3.951162 4.083960 2.317149 0.0 -0.4 -0.3
H 4.358353 5.559299 3.864179 0.0 0.0 -0.1
H 3.196776 6.730792 4.304128 -0.3 -0.1 0.1
C 0.536770 -2.208435 -2.794223 1.0 0.8 -0.6
O 0.133189 -2.712525 -1.560459 -1.0 -0.5 -0.2
C 0.964563 -3.812214 -1.166292 0.6 1.2 -0.2
C 0.312057 -4.582159 -0.048067 -0.4 -0.7 -0.1
N 0.856095 -5.925878 0.095614 -0.5 -0.7 0.7
C -0.037096 -6.769603 0.931613 1.0 -0.4 -0.2
C -1.078346 -7.494845 0.096585 0.1 -0.1 0.8
O -0.437252 -8.331519 -0.842705 0.1 0.3 0.0
C -1.364518 -8.984995 -1.675507 -0.1 -0.2 -0.1
H -0.105197 -1.461214 -3.270072 -0.7 -0.1 0.8
H 0.641629 -2.952154 -3.593747 0.2 -0.3 0.4
H 1.491548 -1.677524 -2.649328 0.2 -0.2 -0.3
H 1.906969 -3.346997 -0.842695 0.1 -0.4 0.2
H 1.225317 -4.395529 -2.055592 -0.3 -0.4 0.2
H -0.776592 -4.627397 -0.199994 0.0 0.3 -0.2
H 0.486555 -4.096389 0.912911 -0.1 0.2 -0.1
H 0.860158 -6.506686 -0.739959 0.3 0.8 -0.6
H -0.502120 -6.247220 1.767633 0.0 0.3 -0.2
H 0.605335 -7.532689 1.382249 -0.1 -0.1 0.1
H -1.721518 -6.781299 -0.432948 -0.2 -0.1 0.1
H -1.632523 -8.117013 0.813172 -0.5 0.1 -0.3
H -0.806393 -9.416376 -2.502552 -0.1 0.0 -0.1
H -2.128947 -8.295151 -2.049769 0.1 0.1 -0.1
H -1.895419 -9.787822 -1.151346 0.1 0.0 0.1
C -2.101001 0.621011 6.055985 0.5 -0.9 -0.3
O -0.743616 0.192635 6.074475 -0.1 0.0 -0.1
C 0.093746 0.985299 5.265978 0.6 0.6 0.0
C -0.074423 0.678911 3.786764 0.8 0.0 0.3
N 0.377580 -0.677096 3.561409 -0.1 -0.3 -0.3
C 0.176613 -1.203206 2.221099 0.3 -0.4 1.1
C -1.212353 -0.979425 1.646537 0.7 1.1 -1.2
O -2.248472 -1.235002 2.534763 0.4 -0.8 0.9
C -3.481868 -0.636153 2.240467 -0.1 -0.8 -0.2
H -2.651785 -0.157781 6.581570 0.0 0.4 0.5
H -2.516606 0.575052 5.043411 0.1 0.5 0.0
H -2.159442 1.610970 6.508910 -0.4 0.0 0.0
H 1.129922 0.795206 5.555026 -0.1 -0.4 0.0
H -0.018415 2.057064 5.487627 -0.5 0.0 -0.2
H 0.617928 1.296445 3.198569 -0.2 0.4 0.1
H -1.096993 0.948682 3.492223 0.0 -0.4 -0.2
H 0.079476 -1.332054 4.268790 -0.3 0.2 0.1
H 0.454801 -2.260226 2.242251 -0.3 -0.1 0.1
H 0.951228 -0.779244 1.570267 -0.4 0.3 -0.3
H -1.218203 -1.543169 0.698803 -0.6 -0.1 0.1
H -1.253233 0.086445 1.361003 -0.1 -0.1 -0.1
H -3.419553 0.454697 2.271932 0.0 0.1 -0.3
H -4.192709 -0.977806 2.991306 0.1 0.1 0.2
H -3.845511 -1.051589 1.294750 -0.1 0.6 -0.2
```
Positions in Å, forces in eV/Å.

Calculated values
- Multiplicity: 2
- Strongest force on any atom: 6.0 eV Å⁻¹
- Electronic energy: -74420.5718 eV
- Net charge: +1

So, what does the Löwdin scheme give us? The charges, in e, come out as:
1. O -0.219
2. V 1.246
3. C -0.074
4. C -0.376
5. O -0.365
6. H 0.068
7. H 0.080
8. H 0.067
9. H 0.102
10. H 0.116
11. C -0.598
12. O -0.086
13. N 0.205
14. N 0.193
15. H 0.123
16. H 0.066
17. H 0.120
18. H 0.121
19. C -0.588
20. O -0.035
21. N 0.191
22. N 0.201
23. H 0.114
24. H 0.121
25. H 0.088
26. H 0.115
27. C -0.669
28. O 0.029
29. N 0.141
30. N 0.143
31. H 0.077
32. H 0.085
33. H 0.088
34. H 0.102
35. C -0.152
36. O -0.198
37. C -0.199
38. C -0.214
39. N -0.057
40. C -0.197
41. C -0.241
42. O -0.195
43. C -0.111
44. H 0.072
45. H 0.089
46. H 0.088
47. H 0.128
48. H 0.120
49. H 0.120
50. H 0.105
51. H 0.095
52. H 0.120
53. H 0.117
54. H 0.119
55. H 0.129
56. H 0.089
57. H 0.086
58. H 0.090
59. C -0.085
60. O -0.185
61. C -0.234
62. C -0.221
63. N -0.051
64. C -0.195
65. C -0.254
66. O -0.182
67. C -0.106
68. H 0.093
69. H 0.070
70. H 0.092
71. H 0.124
72. H 0.122
73. H 0.117
74. H 0.098
75. H 0.114
76. H 0.104
77. H 0.107
78. H 0.120
79. H 0.090
80. H 0.087
81. H 0.090
82. H 0.091

No. 2
The following is a DFT calculation (ωB97M-V/def2-TZVPD) of 2 unconnected molecules or ions with the total composition C2H10N3O.

```
16
Properties=species:S:1:pos:R:3:forces:R:3
C -1.684140 0.038737 1.311386 -1.5 -1.0 2.4
N -0.712405 -0.609715 0.458617 -0.1 -3.5 -0.5
C -0.156829 -0.265650 -0.731811 -1.0 -0.2 0.1
N -0.409749 -1.106494 -1.765974 1.1 -0.8 -0.1
N 0.503953 0.863763 -0.934842 -1.0 -1.8 -2.6
H -2.489024 -0.761163 1.619274 0.9 1.6 -1.6
H -2.110544 0.970586 0.895571 0.3 -0.6 0.4
H -1.302826 0.091553 2.352427 0.4 1.1 -0.7
H -0.890258 -1.677549 0.551703 0.7 2.6 -0.6
H -0.962283 -1.857365 -1.391750 -0.2 -0.5 -0.9
H 0.216156 -1.361834 -2.586768 -1.0 0.8 1.7
H 0.959380 0.725423 -1.846238 0.1 1.3 0.6
H 1.011550 1.180451 -0.156716 1.0 0.7 1.2
H 2.685313 1.608850 1.124283 1.1 1.5 -0.5
H 2.386090 0.445923 1.958048 -1.3 0.7 -1.4
O 1.983708 0.995466 1.212264 0.7 -2.0 2.4
```
Positions in Å, forces in eV/Å.

Calculated values
- Multiplicity: 1
- Strongest force on any atom: 3.6 eV Å⁻¹
- Electronic energy: -8747.3302 eV
- Net charge: +1

So, what does the Löwdin scheme give us? The charges, in e, come out as:
1. C -0.069
2. N -0.005
3. C -0.435
4. N 0.187
5. N 0.226
6. H 0.126
7. H 0.107
8. H 0.087
9. H 0.185
10. H 0.108
11. H 0.173
12. H 0.149
13. H 0.040
14. H 0.044
15. H 0.123
16. O -0.047

No. 3
The following is a DFT calculation (ωB97M-V/def2-TZVPD) of a single C25H21NS molecule.

```
48
Properties=species:S:1:pos:R:3:forces:R:3
C 2.018304 5.448813 -0.895234 -0.6 -0.4 0.1
C 1.367097 4.136594 -1.374248 0.3 1.2 0.5
C 2.113179 2.982679 -1.346814 -0.2 -1.1 -0.8
C 1.562582 1.788322 -1.837649 -1.0 0.3 0.1
C 0.213622 1.689116 -2.229248 0.2 0.9 0.2
C -0.464219 0.353531 -2.541892 0.5 0.3 -0.5
N -0.956472 -0.306557 -1.297930 0.1 -0.5 0.6
C -0.111846 -1.121638 -0.526375 -2.1 0.0 1.9
C 1.274034 -1.415844 -0.908648 1.0 0.4 -0.2
C 2.299320 -0.935876 -0.059658 -0.2 -0.9 -0.6
C 3.616551 -1.156759 -0.433698 0.3 -0.1 0.4
C 3.988092 -1.792259 -1.622155 -0.3 -0.2 -0.5
C 2.976641 -2.253255 -2.492242 -0.4 0.2 1.1
C 1.613677 -2.091372 -2.085352 1.3 0.1 -0.5
C -0.571571 -1.594129 0.706170 -0.3 0.0 -0.4
C -1.914657 -1.354433 1.231132 0.4 0.4 -0.6
C -2.391713 -1.918643 2.561789 0.6 0.0 -0.4
C -3.296855 -1.261577 3.397395 -0.5 0.2 0.3
C -3.666470 -1.771003 4.659873 0.2 0.3 -0.5
C -3.061736 -2.940270 5.104938 0.0 0.2 -0.3
C -2.159766 -3.608595 4.293428 -0.1 0.3 -0.3
C -1.857559 -3.117872 3.026576 0.5 -0.5 0.1
C -2.708596 -0.574161 0.437785 1.2 -0.4 -0.1
C -2.253503 -0.023223 -0.837159 0.0 -0.8 0.4
S -3.387001 0.814226 -1.699416 -0.2 0.5 -0.6
C -0.531068 2.890729 -2.241379 0.9 -0.7 0.4
C 0.051884 4.082654 -1.839141 0.2 -0.3 0.2
H 2.736027 5.280466 -0.072883 -0.4 0.0 -0.3
H 1.250708 6.161266 -0.559974 0.3 -0.2 0.0
H 2.570754 5.920770 -1.704964 0.0 0.0 -0.1
H 3.135949 3.007134 -0.992561 0.0 -0.1 0.0
H 2.133057 0.892985 -1.888949 0.6 -0.5 0.1
H 0.192706 -0.304537 -3.158801 -0.4 0.3 1.0
H -1.332726 0.537867 -3.169386 -0.2 0.0 0.2
H 2.076306 -0.480198 0.909803 -0.1 0.0 -0.5
H 4.372730 -0.856946 0.282335 0.2 0.1 -0.2
H 5.063117 -1.956703 -1.854856 -1.0 0.2 0.1
H 3.256767 -2.775836 -3.424035 -0.4 0.4 0.6
H 0.827778 -2.480766 -2.724700 0.0 0.0 0.1
H 0.092500 -2.211946 1.306282 0.1 0.2 -0.3
H -3.738110 -0.334011 3.045585 0.0 0.0 0.1
H -4.397481 -1.252982 5.304726 0.5 -0.2 -0.6
H -3.283473 -3.353203 6.067018 -0.2 0.0 0.4
H -1.697891 -4.505225 4.670358 0.1 -0.2 -0.1
H -1.167111 -3.688853 2.401591 -0.2 0.2 0.1
H -3.729724 -0.373932 0.710308 -0.1 0.2 -0.1
H -1.569577 2.857023 -2.477312 -0.6 0.0 -0.3
H -0.554254 4.968431 -1.820429 -0.1 0.4 -0.1
```
Positions in Å, forces in eV/Å.

Calculated values
- Multiplicity: 1
- Strongest force on any atom: 2.8 eV Å⁻¹
- Electronic energy: -38591.0788 eV
- Net charge: 0
- SMILES: Cc1ccc(Cn2c(-c3ccccc3)cc(-c3ccccc3)cc2=S)cc1

So, what does the Löwdin scheme give us? The charges, in e, come out as:
1. C -0.049
2. C -0.273
3. C -0.044
4. C -0.019
5. C -0.171
6. C -0.108
7. N 0.004
8. C -0.139
9. C -0.209
10. C -0.039
11. C -0.095
12. C -0.083
13. C -0.054
14. C -0.034
15. C 0.038
16. C -0.125
17. C -0.167
18. C -0.029
19. C -0.068
20. C -0.098
21. C -0.080
22. C -0.043
23. C -0.071
24. C -0.705
25. S 0.663
26. C -0.034
27. C -0.040
28. H 0.078
29. H 0.074
30. H 0.073
31. H 0.110
32. H 0.080
33. H 0.124
34. H 0.070
35. H 0.129
36. H 0.103
37. H 0.113
38. H 0.108
39. H 0.115
40. H 0.110
41. H 0.109
42. H 0.112
43. H 0.096
44. H 0.100
45. H 0.112
46. H 0.089
47. H 0.063
48. H 0.105

Asked for energy above the lowest of the compared OMol25 structures with the same formula, charge and spin across the records above, the calculation gives 2.2; 41.8; 1.4 kcal/mol in order.